# C41H66BrN18O2

16 unconnected molecules or ions with the total composition C41H66BrN18O2 in a non-equilibrium geometry (wB97M-V/def2-TZVPD, the OMol25 dataset).

Output
max |F|	8.52	eV/A
gap between HOMO and LUMO	6.28	eV
E_LUMO	-2.6	eV
M	923.01	g/mol
net charge	+1

Cartesian coordinates (Å):
N -6.928 -2.023 -4.124
H 1.550 -2.879 -1.204
H -0.447 -3.231 0.428
H -2.535 4.750 -4.265
H 2.730 0.003 -2.845
H -2.663 8.356 1.881
H -3.866 -4.590 1.261
H 1.064 -2.764 7.706
N 1.074 -0.707 -1.488
C -3.780 -5.632 0.945
C -0.449 -2.233 -0.202
H -0.365 -6.194 -3.516
N 0.547 7.767 1.524
C 6.344 6.526 -0.170
C -2.839 -5.738 -0.233
N 2.415 -4.772 -2.502
H 0.765 -2.943 5.961
O 1.836 -1.718 0.624
C -1.832 8.782 2.447
N -1.758 -7.649 2.425
C 1.598 -5.389 -3.190
H -0.538 -3.133 -3.238
C 3.981 -4.821 3.048
C -1.396 -1.183 9.168
C -0.597 4.719 0.035
H -2.558 -1.392 10.961
H -3.418 2.527 -0.402
C -1.993 5.212 -0.272
H -1.819 5.910 -5.408
H -4.794 2.644 -1.660
C -5.835 -2.257 -4.645
H -4.094 -1.635 -5.736
H -2.607 -2.806 9.881
H -1.842 9.869 2.332
O -1.592 0.669 -0.887
C 0.596 -6.146 -4.034
C 3.280 2.383 -1.247
N 6.807 7.209 -1.088
H 2.280 -2.555 0.929
N 3.506 3.304 2.114
H -4.770 -6.002 0.665
H 5.257 5.810 -2.738
H 0.095 5.051 -0.743
C 2.723 1.104 -0.775
N -1.381 -2.411 -1.373
N -3.133 5.611 -0.525
H 6.630 -3.050 -0.321
N 0.564 5.189 -3.263
C -6.247 5.752 -3.587
H -7.238 5.388 -3.866
N -2.070 -5.824 -1.196
H -0.589 3.627 0.077
H -3.792 -2.906 -4.527
C -0.809 -2.108 -2.725
H -1.957 8.535 3.504
C 3.438 -4.244 4.336
C -0.522 8.223 1.939
H 2.969 1.314 4.670
H -5.940 0.871 -0.565
H 5.140 4.901 0.548
H -3.400 -6.227 1.779
H -6.326 6.794 -3.269
H -4.607 -3.308 -6.057
H 3.609 5.292 -3.166
H -1.156 -2.484 10.859
H -3.056 -2.088 -0.014
H 1.278 -1.612 -3.430
C -3.760 2.121 -1.444
H -5.361 -0.911 -0.683
H -1.234 -10.636 1.168
H -0.808 -1.386 0.535
C 5.149 3.905 -3.722
H 3.391 -5.022 5.102
H -1.636 -3.440 -1.384
C 5.556 -3.106 -0.127
Br 0.040 0.618 -3.828
H 4.308 2.736 -0.806
C 3.378 1.059 3.690
H 0.955 -7.162 -4.216
C -2.702 -1.702 -1.068
H 6.591 5.230 1.524
C 0.436 -1.085 -2.792
C 1.096 -1.958 -0.633
C 5.778 5.689 0.955
H -3.056 2.457 -2.318
H 5.185 6.317 1.625
H -5.868 5.153 -2.755
H 0.325 -1.430 6.788
H 3.301 -1.046 -1.412
N 5.558 2.755 -3.904
H 2.378 1.050 0.350
H 0.072 -9.609 0.531
H 0.459 -5.640 -4.993
H -1.538 -9.573 -0.226
H 4.378 0.638 3.820
C -4.494 -2.545 -5.283
H -1.689 -1.663 -3.374
H 2.736 0.311 3.219
N -0.930 -0.499 8.253
C 5.141 -1.994 0.810
C 2.431 -1.682 6.454
C 3.448 2.296 2.823
C -1.967 -2.021 10.291
H 4.712 5.884 -4.431
C -5.308 5.645 -4.768
N 4.424 -5.292 1.997
H -0.265 5.115 0.998
C 4.649 5.315 -3.500
N 4.800 -1.084 1.575
H 5.325 -4.076 0.322
C -0.552 5.392 -3.754
H 2.434 -3.846 4.171
H 5.018 -3.015 -1.074
N -4.541 5.558 -5.731
C 2.513 -0.225 -1.721
C -1.002 -9.666 0.722
N 3.552 -1.224 6.216
H -3.440 -2.047 -1.919
C -5.007 0.179 -0.487
H -4.508 0.194 0.572
C -1.918 5.647 -4.352
N -3.928 0.625 -1.483
H 2.770 3.109 -2.000
H -2.408 6.468 -3.824
C -1.419 -8.555 1.660
C -2.627 -0.085 -1.138
C 1.056 -2.241 6.746
H 4.087 -3.438 4.686